# 1
Below is a structure of composition C9H12N2O, with properties calculated with ωB97M-V with the def2-TZVPD basis set.

```
24
Properties=species:S:1:pos:R:3:nbo_charge:R:1
C 1.024 1.726 2.273 0.27
C -0.156 1.419 1.595 -0.11
C -0.294 0.410 0.675 0.34
C -2.112 1.414 0.997 0.49
C -3.562 1.637 0.673 -0.68
C 0.119 -1.786 -0.265 -0.61
C 1.890 -0.660 1.190 -0.60
C 1.368 0.174 -1.139 -0.59
C 0.798 -0.456 0.134 -0.11
N 1.870 2.061 2.974 -0.30
N -1.303 2.115 1.749 -0.41
O -1.565 0.382 0.278 -0.40
H -4.094 1.575 1.723 0.24
H -3.650 2.692 0.378 0.25
H -3.971 0.833 -0.087 0.25
H 0.839 -2.421 -0.779 0.21
H -0.059 -2.401 0.692 0.21
H -0.804 -1.759 -0.799 0.22
H 2.400 0.288 1.284 0.23
H 1.368 -0.826 2.144 0.21
H 2.481 -1.521 1.016 0.22
H 1.426 1.285 -1.008 0.22
H 2.468 -0.229 -1.329 0.22
H 0.739 -0.164 -1.924 0.21
```

The LUMO energy comes out at 0.5823 eV. The HOMO energy comes out at -9.027 eV. As for the multiplicity: 1. The energy above the lowest of the compared OMol25 structures with the same formula, charge and spin comes out at 1.7763 eV. As for the orbital gap: 9.609 eV.


# 2
Below is a structure of composition C9H12N2O4SSn, with properties calculated with ωB97M-V with the def2-TZVPD basis set.

```
29
Properties=species:S:1:pos:R:3:nbo_charge:R:1
Sn 1.143 0.392 0.044 1.04
O 1.124 4.093 -1.208 -0.38
C 1.083 2.955 -1.306 0.51
C 1.029 -2.346 -1.022 0.51
O 1.031 -3.490 -0.988 -0.39
C 3.665 0.307 -1.255 0.52
O 4.805 0.300 -1.358 -0.36
C -1.596 0.348 -1.120 0.50
O -2.724 0.213 -1.237 -0.40
C 1.082 0.928 -4.714 -0.40
H 0.144 1.508 -4.716 0.20
H 2.015 1.512 -4.671 0.20
C 1.083 -0.415 -4.736 -0.40
H 2.021 -0.992 -4.712 0.20
H 0.144 -0.990 -4.765 0.21
C -1.921 0.971 3.504 -0.42
N -1.094 0.847 2.292 -0.63
C -0.039 -0.027 2.341 0.30
S 1.640 0.540 2.455 -0.18
N -0.330 -1.328 2.214 -0.50
C -1.664 -1.913 2.362 -0.45
H -1.499 0.318 4.276 0.22
H -2.955 0.686 3.270 0.23
H -1.893 2.014 3.836 0.25
H -0.810 1.754 1.928 0.41
H 0.473 -1.933 2.082 0.44
H -1.708 -2.798 1.723 0.25
H -1.804 -2.264 3.393 0.26
H -2.444 -1.189 2.090 0.25
```

As for the charge: +2. The LUMO energy comes out at -8.7859 eV. The HOMO energy comes out at -15.311 eV. As for the multiplicity: 1. The energy above the lowest of the compared OMol25 structures with the same formula, charge and spin comes out at 0.6335 eV. As for the orbital gap: 6.525 eV.


# 3
Below is an isolated molecule of C9H12N2S, with properties calculated with ωB97M-V with the def2-TZVPD basis set.

```
24
Properties=species:S:1:pos:R:3:mulliken_spin:R:1
C 1.135 1.499 3.803 0.03
C 0.769 0.235 3.446 -0.01
C 0.669 2.590 3.035 -0.02
C 0.007 -0.042 2.221 0.08
C 0.020 2.380 1.858 0.02
C -0.274 1.074 1.498 -0.06
C -0.053 -0.080 -0.638 0.64
C 0.832 -1.249 -2.438 0.01
C -1.632 -0.727 -2.341 0.03
N -0.311 -0.685 -1.806 0.24
N -0.793 0.805 0.083 0.29
S -2.083 1.699 -0.499 0.76
H 1.619 1.813 4.830 0.00
H 1.283 -0.689 3.892 0.00
H 1.126 3.612 3.210 0.00
H -0.443 -1.010 1.933 -0.02
H -0.466 3.157 1.267 -0.01
H 0.994 -0.412 -0.158 0.03
H 0.835 -1.079 -3.564 0.00
H 1.894 -0.982 -2.164 -0.01
H 0.811 -2.341 -2.216 0.01
H -1.381 -0.915 -3.419 0.00
H -2.202 -1.505 -1.862 -0.01
H -2.106 0.241 -2.202 0.01
```

The LUMO energy (spin up / spin down) comes out at 0.8335 / -1.4242 eV. The HOMO energy (spin up / spin down) comes out at -4.678 / -8.617 eV. As for the multiplicity: 3. The energy above the lowest of the compared OMol25 structures with the same formula, charge and spin comes out at 0.0000 eV. As for the orbital gap (spin up / spin down): 5.511 / 7.193 eV.


# 4
Below is a cluster of 2 separate species, C9H12N3S in total, with properties calculated with ωB97M-V with the def2-TZVPD basis set.

```
25
Properties=species:S:1:pos:R:3:nbo_charge:R:1
C 3.797 0.447 -0.902 -0.19
C 3.788 0.874 0.440 -0.18
C 2.723 -0.371 -1.291 -0.19
C 2.862 0.354 1.340 -0.23
C 1.851 -0.892 -0.406 -0.28
C 1.852 -0.493 0.919 -0.13
C -2.721 -0.232 -1.737 0.25
C -0.921 -0.058 -0.599 0.19
C -2.854 -1.065 0.528 -0.43
N -1.760 0.303 -2.473 -0.30
N -0.632 0.364 -1.779 -0.19
N -2.175 -0.498 -0.571 -0.29
S 0.623 -1.179 2.113 -0.06
H 4.570 0.841 -1.642 0.24
H 4.489 1.617 0.654 0.23
H 2.838 -0.794 -2.418 0.23
H 2.891 0.626 2.372 0.22
H 1.108 -1.568 -0.682 0.20
H -3.653 -0.810 -2.055 0.27
H 1.516 -0.999 3.138 0.18
H -0.186 -0.081 0.148 0.27
H -3.390 -0.223 1.002 0.24
H -3.381 -1.986 0.347 0.25
H -2.132 -1.369 1.204 0.25
H -1.671 0.118 -3.542 0.47
```

As for the charge: +1. The LUMO energy comes out at -3.9052 eV. The HOMO energy comes out at -11.633 eV. As for the multiplicity: 1. The energy above the lowest of the compared OMol25 structures with the same formula, charge and spin comes out at 1.8006 eV. As for the orbital gap: 7.728 eV.


# 5
Below is an isolated molecule of C9H12NOP, with properties calculated with ωB97M-V with the def2-TZVPD basis set.

```
24
Properties=species:S:1:pos:R:3:nbo_charge:R:1
C 2.051 -1.633 -0.596 -0.35
C 2.139 -0.497 0.263 -0.33
C 0.803 -2.288 -0.743 0.09
C 1.096 -0.139 1.075 -0.13
C -0.668 1.942 -1.092 -0.16
C -0.971 0.708 -0.679 -0.54
C 0.194 2.744 -0.228 -0.47
C -0.191 2.362 1.163 -0.74
C -1.562 -2.437 0.131 -0.43
N -0.198 -2.004 0.017 -0.43
O -1.355 0.016 2.238 -1.06
P -0.555 0.527 1.133 1.86
H 2.902 -2.056 -1.248 0.23
H 3.175 -0.051 0.312 0.28
H 0.681 -3.128 -1.520 0.18
H -0.760 2.156 -2.194 0.21
H -1.419 -0.089 -1.358 0.24
H 1.169 2.402 -0.287 0.22
H -0.032 3.782 -0.480 0.22
H 0.599 2.500 1.896 0.23
H -1.116 2.748 1.653 0.25
H -1.989 -2.568 1.218 0.24
H -2.124 -1.657 -0.212 0.20
H -1.868 -3.341 -0.462 0.19
```

The LUMO energy (spin up / spin down) comes out at -1.2144 / -0.8812 eV. The HOMO energy (spin up / spin down) comes out at -7.719 / -7.768 eV. As for the multiplicity: 1. The energy above the lowest of the compared OMol25 structures with the same formula, charge and spin comes out at 4.8499 eV. As for the orbital gap (spin up / spin down): 6.505 / 6.887 eV.


# 6
Below is a cluster of 2 separate species, C9H12NOPS in total, with properties calculated with ωB97M-V with the def2-TZVPD basis set.

```
25
Properties=species:S:1:pos:R:3:nbo_charge:R:1
C -1.577 -2.333 2.827 -0.23
C -0.748 -1.725 1.905 -0.18
C -1.329 -2.464 4.170 -0.20
C 0.406 -1.162 2.409 -0.30
C -0.055 -2.037 4.635 -0.32
C 0.610 -1.388 3.680 0.17
C 0.531 1.560 -3.707 -0.44
C 0.557 2.701 -2.785 -0.25
C -0.271 0.348 -3.052 -0.07
N 1.433 2.278 -1.681 -0.95
O 0.268 -0.033 -1.785 -0.81
P 0.560 1.205 -0.691 1.12
S 2.112 0.411 0.337 -0.20
H -2.525 -2.657 2.373 0.21
H -1.022 -1.905 0.981 0.21
H -2.133 -2.765 4.905 0.22
H 1.013 -0.447 1.776 0.21
H 0.400 -2.277 5.632 0.24
H -0.179 1.881 -4.548 0.21
H 1.506 1.167 -4.016 0.23
H 0.937 3.570 -3.372 0.22
H -0.477 2.894 -2.381 0.18
H -1.354 0.778 -2.950 0.16
H -0.322 -0.641 -3.619 0.21
H 1.659 3.041 -1.042 0.39
```

The LUMO energy (spin up / spin down) comes out at -0.0431 / -2.3298 eV. The HOMO energy (spin up / spin down) comes out at -8.646 / -8.142 eV. As for the multiplicity: 1. The energy above the lowest of the compared OMol25 structures with the same formula, charge and spin comes out at 5.1274 eV. As for the orbital gap (spin up / spin down): 8.603 / 5.812 eV.


# 7
Below is an isolated molecule of C9H12NP, with properties calculated with ωB97M-V with the def2-TZVPD basis set.

```
23
Properties=species:S:1:pos:R:3:nbo_charge:R:1
C 2.289 -0.374 -2.002 -0.59
C 1.248 -1.478 -1.795 -0.44
C 0.321 -1.115 -0.681 0.05
C 0.580 -1.475 0.691 -0.23
C -0.325 -1.012 1.572 -0.47
P -1.710 -0.197 0.744 0.84
C -1.350 1.588 1.180 -0.65
C -1.476 1.818 2.680 -0.61
C -0.799 -0.358 -0.807 -0.45
C -1.323 0.086 -2.178 0.28
N -1.744 0.440 -3.181 -0.34
H 1.804 0.554 -2.297 0.21
H 2.991 -0.661 -2.782 0.21
H 2.844 -0.198 -1.082 0.20
H 1.761 -2.414 -1.556 0.21
H 0.684 -1.617 -2.720 0.23
H 1.452 -2.059 0.951 0.22
H -0.313 -1.200 2.632 0.23
H -0.347 1.844 0.832 0.22
H -2.076 2.194 0.632 0.23
H -2.414 1.414 3.060 0.21
H -0.655 1.335 3.209 0.21
H -1.444 2.884 2.899 0.22
```

Its SMILES is CCC1=CC=P(CC)=C1C#N. The LUMO energy comes out at -0.1183 eV. The HOMO energy comes out at -9.156 eV. As for the multiplicity: 1. The energy above the lowest of the compared OMol25 structures with the same formula, charge and spin comes out at 0.0000 eV. As for the orbital gap: 9.037 eV.


# 8
Below is the ion C9H12NS with charge +1, with properties calculated with ωB97M-V with the def2-TZVPD basis set.

```
23
Properties=species:S:1:pos:R:3:nbo_charge:R:1
C -3.258 -0.100 0.234 -0.72
C -1.883 -0.330 -0.109 0.54
N -1.430 -0.251 -1.326 -0.66
C -0.852 -0.615 0.927 -0.52
C 0.560 -0.438 0.459 -0.17
C 1.603 -1.305 0.362 -0.14
C 2.903 -1.135 -0.126 -0.21
C 3.215 0.178 -0.386 -0.16
C 2.262 1.199 -0.229 -0.22
C 0.923 0.927 0.194 -0.15
S -0.335 2.144 0.325 0.02
H -3.424 1.038 0.201 0.30
H -3.463 -0.323 1.238 0.26
H -3.946 -0.602 -0.360 0.27
H -0.438 -0.072 -1.353 0.45
H -2.100 -0.066 -2.148 0.44
H -1.279 -1.648 1.229 0.30
H -1.013 -0.023 1.867 0.29
H 1.446 -2.475 0.496 0.23
H 3.485 -2.009 -0.415 0.25
H 4.218 0.556 -0.509 0.24
H 2.580 2.171 -0.297 0.22
H 0.227 3.180 -0.275 0.17
```

As for the charge: +1. Its SMILES is CC(=[NH2+])Cc1ccccc1S. The LUMO energy comes out at -4.1006 eV. The HOMO energy comes out at -12.137 eV. As for the multiplicity: 1. The energy above the lowest of the compared OMol25 structures with the same formula, charge and spin comes out at 0.1648 eV. As for the orbital gap: 8.037 eV.


# 9
Below is an isolated molecule of C9H12O3S, with properties calculated with ωB97M-V with the def2-TZVPD basis set.

```
25
Properties=species:S:1:pos:R:3:nbo_charge:R:1
C -0.432 -0.004 1.913 -0.07
C 1.010 0.041 1.653 -0.15
C -0.765 0.686 3.175 0.74
C -0.862 -0.955 -0.368 -0.39
C 0.459 -0.149 -0.766 -0.37
C -1.414 -0.541 0.940 -0.27
C 1.595 -0.261 0.328 -0.29
C -2.486 0.545 0.745 -0.59
C 2.828 0.537 -0.266 -0.60
O -1.811 0.758 3.731 -0.53
O 2.839 0.453 3.547 -0.90
O 0.351 1.162 3.826 -0.67
S 1.760 1.194 2.865 1.49
H -1.688 -0.770 -1.079 0.22
H -0.535 -2.015 -0.448 0.21
H 1.005 -0.509 -1.598 0.21
H 0.149 0.843 -0.799 0.19
H -1.756 -1.469 1.396 0.24
H 1.831 -1.272 0.284 0.22
H -1.926 1.438 0.615 0.20
H -2.936 0.629 1.654 0.23
H -3.162 0.305 -0.004 0.21
H 2.462 1.503 -0.470 0.21
H 3.194 -0.031 -1.087 0.22
H 3.753 0.527 0.386 0.23
```

The LUMO energy comes out at -0.6076 eV. The HOMO energy comes out at -9.851 eV. As for the multiplicity: 1. The energy above the lowest of the compared OMol25 structures with the same formula, charge and spin comes out at 1.6143 eV. As for the orbital gap: 9.243 eV.


# 10
Below is an isolated molecule of C9H12O3S, with properties calculated with ωB97M-V with the def2-TZVPD basis set.

```
25
Properties=species:S:1:pos:R:3:nbo_charge:R:1
C 1.010 -0.585 -0.269 -0.09
C 0.123 -0.919 -1.213 0.10
C 0.771 0.689 0.348 -0.26
C -1.246 1.222 -0.973 0.58
C -1.194 -0.192 -1.488 -0.55
C -0.729 1.322 0.435 -0.05
C 2.294 -1.382 0.164 -0.63
C 0.317 -2.138 -1.987 -0.65
C -1.674 1.208 2.597 -0.26
O -1.373 2.184 -1.675 -0.50
O 1.495 2.993 1.375 -0.93
O -1.537 0.580 1.305 -0.54
S 2.005 1.661 0.925 1.09
H -1.482 -0.235 -2.506 0.24
H -1.975 -0.774 -0.856 0.26
H -0.474 2.414 0.738 0.26
H 3.208 -1.178 -0.230 0.22
H 1.932 -2.424 -0.153 0.22
H 2.441 -1.367 1.193 0.22
H 1.457 -2.343 -2.113 0.22
H -0.088 -2.030 -3.028 0.23
H -0.111 -2.873 -1.434 0.23
H -2.239 0.520 3.279 0.20
H -2.295 2.158 2.692 0.18
H -0.634 1.491 2.874 0.19
```

The LUMO energy comes out at -0.5709 eV. The HOMO energy comes out at -8.388 eV. As for the multiplicity: 1. The energy above the lowest of the compared OMol25 structures with the same formula, charge and spin comes out at 2.9675 eV. As for the orbital gap: 7.817 eV.


# 11
Below is an isolated molecule of C9H12OS2, with properties calculated with ωB97M-V with the def2-TZVPD basis set.

```
24
Properties=species:S:1:pos:R:3:nbo_charge:R:1
C -4.188 -1.159 0.404 -0.63
C -2.716 -0.778 0.443 -0.53
S -2.295 0.076 -1.069 0.26
C -0.594 0.307 -0.711 -0.29
S 0.494 -1.145 -0.679 0.37
C 1.734 0.096 -0.459 -0.14
C 3.165 -0.386 -0.616 -0.44
C 3.553 -1.216 0.637 -0.63
C 1.421 1.369 -0.299 -0.26
C -0.016 1.487 -0.298 -0.20
C -0.750 2.803 -0.081 0.41
O -0.115 3.850 0.154 -0.52
H -4.820 -0.342 0.113 0.22
H -4.510 -1.981 -0.331 0.22
H -4.430 -1.480 1.371 0.22
H -2.046 -1.656 0.640 0.22
H -2.392 0.040 1.143 0.22
H 3.216 -0.919 -1.687 0.23
H 3.824 0.669 -0.949 0.21
H 3.771 -0.536 1.604 0.23
H 4.505 -1.930 0.483 0.22
H 2.739 -1.994 0.815 0.22
H 2.252 2.098 -0.405 0.25
H -1.803 2.728 -0.226 0.14
```

Its SMILES is CCSc1sc(CC)cc1C=O. The LUMO energy comes out at -0.1095 eV. The HOMO energy comes out at -8.648 eV. As for the multiplicity: 1. The energy above the lowest of the compared OMol25 structures with the same formula, charge and spin comes out at 2.9230 eV. As for the orbital gap: 8.539 eV.


# 12
Below is a structure of composition C9H13BBaF3O13PPd, with properties calculated with ωB97M-V with the def2-TZVPD basis set.

```
42
Properties=species:S:1:pos:R:3:mulliken_spin:R:1
Pd 1.473 -1.684 0.877 1.23
Ba -2.124 -2.983 1.346 0.00
B -0.405 -1.595 -0.383 0.00
H -1.252 -1.776 -1.123 0.02
H 0.523 -1.088 -0.813 0.02
H -0.836 -0.972 0.467 0.00
H -0.013 -2.547 0.052 0.03
P 0.858 -4.058 2.106 -0.04
O 1.722 -4.710 3.168 0.08
O 0.465 -2.610 2.492 0.18
O -0.390 -4.781 1.552 0.00
O 2.053 -3.661 1.120 0.41
C -6.852 0.178 1.029 0.00
C -6.791 0.191 -0.492 0.00
O -5.679 -0.604 -0.783 0.00
C -4.814 -0.545 0.266 0.00
O -3.716 -1.001 0.258 0.00
O -5.424 0.038 1.318 0.00
F -6.564 1.486 -0.888 0.00
H -7.377 -0.642 1.515 0.00
H -7.032 1.146 1.490 0.00
H -7.644 -0.196 -1.045 0.00
C 0.065 3.686 0.724 0.00
C 1.095 3.439 -0.355 0.00
O 1.875 2.356 0.152 0.00
C 1.068 1.666 0.973 0.00
O 1.284 0.539 1.290 0.02
O -0.058 2.342 1.229 0.00
F 1.894 4.496 -0.610 0.00
H -0.879 4.009 0.302 0.00
H 0.499 4.283 1.528 0.00
H 0.633 3.060 -1.272 0.00
C 6.150 0.126 -1.440 0.00
C 5.317 0.994 -2.363 0.00
O 4.041 0.379 -2.284 0.00
C 4.047 -0.452 -1.209 0.02
O 3.118 -1.098 -0.871 0.01
O 5.173 -0.313 -0.501 0.00
F 5.745 0.924 -3.660 0.00
H 6.999 0.625 -0.982 0.00
H 6.552 -0.704 -2.026 0.00
H 5.200 2.057 -2.152 0.00
```

The LUMO energy (spin up / spin down) comes out at -0.8763 / -0.8759 eV. The HOMO energy (spin up / spin down) comes out at -6.400 / -6.271 eV. As for the multiplicity: 3. As for the orbital gap (spin up / spin down): 5.524 / 5.396 eV.


What did the third record say?
Below is an isolated molecule of C9H12N2S, with properties calculated with ωB97M-V with the def2-TZVPD basis set.

```
24
Properties=species:S:1:pos:R:3:mulliken_spin:R:1
C 1.135 1.499 3.803 0.03
C 0.769 0.235 3.446 -0.01
C 0.669 2.590 3.035 -0.02
C 0.007 -0.042 2.221 0.08
C 0.020 2.380 1.858 0.02
C -0.274 1.074 1.498 -0.06
C -0.053 -0.080 -0.638 0.64
C 0.832 -1.249 -2.438 0.01
C -1.632 -0.727 -2.341 0.03
N -0.311 -0.685 -1.806 0.24
N -0.793 0.805 0.083 0.29
S -2.083 1.699 -0.499 0.76
H 1.619 1.813 4.830 0.00
H 1.283 -0.689 3.892 0.00
H 1.126 3.612 3.210 0.00
H -0.443 -1.010 1.933 -0.02
H -0.466 3.157 1.267 -0.01
H 0.994 -0.412 -0.158 0.03
H 0.835 -1.079 -3.564 0.00
H 1.894 -0.982 -2.164 -0.01
H 0.811 -2.341 -2.216 0.01
H -1.381 -0.915 -3.419 0.00
H -2.202 -1.505 -1.862 -0.01
H -2.106 0.241 -2.202 0.01
```

The LUMO energy (spin up / spin down) comes out at 0.8335 / -1.4242 eV. The HOMO energy (spin up / spin down) comes out at -4.678 / -8.617 eV. As for the multiplicity: 3. The energy above the lowest of the compared OMol25 structures with the same formula, charge and spin comes out at 0.0000 eV. As for the orbital gap (spin up / spin down): 5.511 / 7.193 eV.